The following is a DFT calculation (ωB97M-V/def2-TZVPD) of 2 unconnected molecules or ions with the total composition C3H10N2O.

The energy relative to the best compared isomer or geometry (same formula, charge and spin) comes out at 192.8 kJ/mol. The expectation value of S² is 0.751. As for the multiplicity: 2. The total charge is -1. Its LUMO energy (spin up / spin down) is 4.3 / 4.0 eV. As for the HOMO-LUMO gap (spin up / spin down): 3.1 / 7.6 eV.

XYZ file:
```
16
C3H10N2O ωB97M-V/def2-TZVPD
H -0.0170 2.3907 -0.8570
H 0.0830 -1.3163 0.8303
H 1.6039 1.7182 -1.1360
C -0.7910 1.0445 0.8867
H -1.3598 0.2477 1.4332
H 2.2231 -2.1651 -0.2803
N 0.6175 1.5172 -1.0599
H -0.2138 1.5355 1.7481
H -1.4759 1.8412 0.3768
H 2.0997 -0.7264 -1.1898
C 0.3149 0.5319 0.0159
H -1.9206 -2.0822 0.3161
H -1.5362 -1.2152 -0.8280
N 1.9249 -1.1735 -0.2666
O -2.2083 -1.4176 -0.1331
C 0.6554 -0.7305 0.1436
```

Now the Mulliken charges, all in e: atom 1 (H): 0.344, atom 2 (H): 0.477, atom 3 (H): 0.351, atom 4 (C): -1.657, atom 5 (H): 0.388, atom 6 (H): 0.750, atom 7 (N): -1.333, atom 8 (H): 0.390, atom 9 (H): 0.408, atom 10 (H): 0.528, atom 11 (C): 1.111, atom 12 (H): 0.450, atom 13 (H): 0.170, atom 14 (N): -0.251, atom 15 (O): -0.555, atom 16 (C): -2.569


The following is a DFT calculation (ωB97M-V/def2-TZVPD) of a molecular structure, C3H10N2O.

The energy relative to the best compared isomer or geometry (same formula, charge and spin) comes out at 522.0 kJ/mol. As for the multiplicity: 1. Its LUMO energy is 1.1 eV. As for the HOMO-LUMO gap: 9.2 eV.

XYZ file:
```
16
C3H10N2O ωB97M-V/def2-TZVPD
H -3.0406 0.2385 -0.8683
H 2.5744 -1.1779 0.3827
C -0.3640 -0.5958 0.6793
N -2.1403 0.6816 -0.6833
H -2.2861 1.6874 -0.7776
H 1.3095 0.5922 1.3095
H -0.2657 1.7185 -0.6486
H -0.4522 -0.9378 1.7028
C 0.7158 0.3229 0.4339
O -1.8051 0.4373 0.6880
H 1.4224 1.9079 -0.6143
C 1.5864 -1.3126 -0.0529
H 1.2666 -2.3269 0.1725
H 1.5926 -1.1900 -1.1322
H -0.7640 -1.3057 -0.0336
N 0.6505 1.2604 -0.5579
```

Now the Mulliken charges, all in e: atom 1 (H): 0.219, atom 2 (H): 0.342, atom 3 (C): -0.553, atom 4 (N): -0.556, atom 5 (H): 0.201, atom 6 (H): 0.331, atom 7 (H): 0.241, atom 8 (H): 0.273, atom 9 (C): 0.312, atom 10 (O): -0.422, atom 11 (H): 0.225, atom 12 (C): -1.198, atom 13 (H): 0.380, atom 14 (H): 0.352, atom 15 (H): 0.355, atom 16 (N): -0.501


The following is a DFT calculation (ωB97M-V/def2-TZVPD) of a single C3H10N2O molecule.

The energy relative to the best compared isomer or geometry (same formula, charge and spin) comes out at 199.2 kJ/mol. As for the SMILES: NC[C@H](N)CO. As for the multiplicity: 1. Its LUMO energy is 0.9 eV. As for the HOMO-LUMO gap: 10.5 eV.

XYZ file:
```
16
C3H10N2O ωB97M-V/def2-TZVPD
H 1.0842 -2.1777 -0.5275
C 0.1181 -0.3985 0.2153
C -1.2290 0.0228 0.6852
H -0.1433 -1.8638 -1.3681
H -0.9466 0.8725 1.3531
N 0.1435 -1.8402 -0.3735
H 0.7213 -0.3433 1.1370
N 0.4522 1.9471 -0.1694
H 1.1533 2.2635 0.3664
H 0.4891 2.6444 -0.9571
H 1.8723 0.3527 -0.6672
H 0.4111 0.2761 -1.6836
H -1.7158 0.4444 -0.2282
H -1.2936 -1.7538 1.4889
C 0.7875 0.5859 -0.6411
O -1.9043 -1.0321 1.3698
```

Now the Mulliken charges, all in e: atom 1 (H): 0.258, atom 2 (C): 0.146, atom 3 (C): -0.303, atom 4 (H): 0.236, atom 5 (H): 0.243, atom 6 (N): -0.716, atom 7 (H): 0.234, atom 8 (N): -0.550, atom 9 (H): 0.208, atom 10 (H): 0.220, atom 11 (H): 0.282, atom 12 (H): 0.369, atom 13 (H): 0.267, atom 14 (H): 0.305, atom 15 (C): -0.683, atom 16 (O): -0.516


The following is a DFT calculation (ωB97M-V/def2-TZVPD) of 3 unconnected molecules or ions with the total composition C3H10N2O.

The energy relative to the best compared isomer or geometry (same formula, charge and spin) comes out at 173.9 kJ/mol. As for the SMILES: [H]/N=C/N.C=C.O. As for the multiplicity: 1. Its LUMO energy is 0.8 eV. As for the HOMO-LUMO gap: 10.4 eV.

XYZ file:
```
16
C3H10N2O ωB97M-V/def2-TZVPD
C 0.6149 1.6478 0.1632
H 0.3116 1.9055 1.1626
H 2.3208 0.5595 0.7292
H 1.0388 -1.1789 0.6359
H 2.0058 0.6704 -1.0678
C -1.5848 -0.1433 -0.1486
H 0.7072 -2.5490 1.1917
H -1.3616 -0.9162 1.5977
H -1.8411 0.3734 -2.1125
H -2.2742 0.6594 0.1441
N -1.0906 -1.0171 0.6248
C 1.6954 0.9188 -0.0677
N -1.2485 -0.1125 -1.4603
O 1.4416 -1.9529 1.0467
H 0.0139 2.0463 -0.6359
H -0.7491 -0.9113 -1.8030
```

Now the Mulliken charges, all in e: atom 1 (C): -0.403, atom 2 (H): 0.235, atom 3 (H): 0.372, atom 4 (H): 0.422, atom 5 (H): 0.287, atom 6 (C): -0.110, atom 7 (H): 0.324, atom 8 (H): 0.189, atom 9 (H): 0.214, atom 10 (H): 0.409, atom 11 (N): -0.619, atom 12 (C): -0.798, atom 13 (N): -0.354, atom 14 (O): -0.695, atom 15 (H): 0.298, atom 16 (H): 0.229


The following is a DFT calculation (ωB97M-V/def2-TZVPD) of 2 unconnected molecules or ions with the total composition C3H10N2O.

The energy relative to the best compared isomer or geometry (same formula, charge and spin) comes out at 70.2 kJ/mol. As for the SMILES: CCC(N)=O.N. As for the multiplicity: 1. Its LUMO energy is 0.8 eV. As for the HOMO-LUMO gap: 10.1 eV.

XYZ file:
```
16
C3H10N2O ωB97M-V/def2-TZVPD
C 0.6938 -0.3135 -0.5674
H -2.1783 0.1758 -1.7812
H -2.8326 0.3013 -0.1410
H 1.8568 1.2326 -1.1771
H -1.0614 -1.5816 -0.7079
H 0.5422 -0.5369 1.9380
C -0.8773 -0.6125 -0.2304
H 0.4110 1.7373 -0.3055
H 1.9381 0.4642 1.6981
H 2.0728 -1.2626 1.6353
N 1.5783 -0.4434 1.9896
N 1.0376 1.0125 -0.6247
O 1.3701 -1.1521 -1.1480
C -1.9158 0.3728 -0.7361
H -1.6038 1.4200 -0.6772
H -1.0314 -0.8138 0.8355
```

Now the Mulliken charges, all in e: atom 1 (C): 0.495, atom 2 (H): 0.276, atom 3 (H): 0.312, atom 4 (H): 0.222, atom 5 (H): 0.270, atom 6 (H): 0.291, atom 7 (C): -0.365, atom 8 (H): 0.195, atom 9 (H): 0.276, atom 10 (H): 0.289, atom 11 (N): -0.831, atom 12 (N): -0.371, atom 13 (O): -0.616, atom 14 (C): -0.998, atom 15 (H): 0.259, atom 16 (H): 0.297


The following is a DFT calculation (ωB97M-V/def2-TZVPD) of 2 unconnected molecules or ions with the total composition C3H10N2O.

The energy relative to the best compared isomer or geometry (same formula, charge and spin) comes out at 353.3 kJ/mol. As for the SMILES: C=NNC.CO. As for the multiplicity: 1. Its LUMO energy is 0.8 eV. As for the HOMO-LUMO gap: 9.3 eV.

XYZ file:
```
16
C3H10N2O ωB97M-V/def2-TZVPD
C 2.1556 0.9252 -0.6471
H -0.0690 -2.8733 0.7449
C -1.7731 0.7601 0.5489
H 1.8701 1.4093 -1.5909
H 3.0868 1.3583 -0.2682
N -0.3049 -1.1487 -0.2819
H -0.7967 0.5303 -1.2656
C -0.6289 -1.9557 0.6475
N -0.6957 0.2690 -0.2913
H -2.7304 0.2691 0.3417
H -1.3991 -1.7788 1.3909
O 2.2147 -0.4411 -0.7382
H -1.5084 0.6023 1.5949
H 1.2758 1.1986 0.0364
H 1.1941 -0.9511 -0.5915
H -1.8909 1.8266 0.3697
```

Now the Mulliken charges, all in e: atom 1 (C): -0.474, atom 2 (H): 0.263, atom 3 (C): -0.969, atom 4 (H): 0.198, atom 5 (H): 0.272, atom 6 (N): -0.410, atom 7 (H): 0.249, atom 8 (C): -0.274, atom 9 (N): -0.058, atom 10 (H): 0.350, atom 11 (H): 0.277, atom 12 (O): -0.628, atom 13 (H): 0.340, atom 14 (H): 0.158, atom 15 (H): 0.393, atom 16 (H): 0.314


The following is a DFT calculation (ωB97M-V/def2-TZVPD) of 2 unconnected molecules or ions with the total composition C3H10N2O.

The energy relative to the best compared isomer or geometry (same formula, charge and spin) comes out at 207.0 kJ/mol. The expectation value of S² is 0.756. As for the multiplicity: 2. The total charge is +1. Its LUMO energy (spin up / spin down) is -4.3 / -9.1 eV. As for the HOMO-LUMO gap (spin up / spin down): 10.5 / 5.7 eV.

XYZ file:
```
16
C3H10N2O ωB97M-V/def2-TZVPD
H 1.0757 -1.1657 1.0740
H 1.3250 0.5945 1.0961
H 2.6665 -0.5014 0.8630
N -1.9096 0.8073 0.3579
H -0.9970 0.6197 -0.2408
H -2.7915 0.1029 2.0727
H 2.2841 0.3038 -1.2678
H 1.7223 -1.2005 -1.3666
O -2.3114 -1.3831 0.7840
H -1.8724 1.6529 0.9166
C 1.6191 -0.3438 0.6264
N 0.1541 0.3186 -1.3247
H -0.4071 -0.3868 -1.7991
H 0.3284 1.0380 -2.0159
C 1.4305 -0.2702 -0.8893
C -2.3166 -0.1858 1.1134
```

Now the Mulliken charges, all in e: atom 1 (H): 0.260, atom 2 (H): 0.303, atom 3 (H): 0.374, atom 4 (N): -0.266, atom 5 (H): 0.310, atom 6 (H): 0.373, atom 7 (H): 0.307, atom 8 (H): 0.305, atom 9 (O): -0.111, atom 10 (H): 0.319, atom 11 (C): -1.107, atom 12 (N): -0.653, atom 13 (H): 0.334, atom 14 (H): 0.257, atom 15 (C): -0.308, atom 16 (C): 0.305


The following is a DFT calculation (ωB97M-V/def2-TZVPD) of a molecular structure, C3H10N2O2.

The energy relative to the best compared isomer or geometry (same formula, charge and spin) comes out at 631.7 kJ/mol. As for the multiplicity: 1. Its LUMO energy is 0.8 eV. As for the HOMO-LUMO gap: 9.8 eV.

XYZ file:
```
17
C3H10N2O2 ωB97M-V/def2-TZVPD
O 2.1022 0.3555 2.0060
N 0.1361 0.5030 0.2355
H 2.4791 -0.5269 2.1464
N 0.7117 0.0878 1.8950
H 0.2842 0.9064 2.3361
H -2.7322 -0.2659 -0.3577
H 0.5483 -1.5956 0.0759
O -0.9171 -0.7705 -1.2947
C -2.2315 -0.2725 -1.3365
H -2.8364 -0.9100 -1.9949
C -0.2268 -0.8430 0.2307
H -1.0629 -1.1194 0.8698
H 1.8381 -0.0160 -0.9881
H -2.2452 0.7506 -1.7298
H 0.9189 1.4299 -1.4573
C 1.2663 0.8362 -0.6094
H 1.9673 1.4505 -0.0270
```

Now the Mulliken charges, all in e: atom 1 (O): -0.402, atom 2 (N): -0.172, atom 3 (H): 0.350, atom 4 (N): -0.361, atom 5 (H): 0.282, atom 6 (H): 0.288, atom 7 (H): 0.331, atom 8 (O): -0.445, atom 9 (C): -0.619, atom 10 (H): 0.233, atom 11 (C): -0.236, atom 12 (H): 0.359, atom 13 (H): 0.299, atom 14 (H): 0.211, atom 15 (H): 0.272, atom 16 (C): -0.695, atom 17 (H): 0.306


Number 1: strongest force on any atom 9.06 eV/A. Number 2: strongest force on any atom 5.28 eV/A. Number 3: strongest force on any atom 4.97 eV/A. Number 4: strongest force on any atom 0.89 eV/A. Number 5: strongest force on any atom 3.27 eV/A. Number 6: strongest force on any atom 4.14 eV/A. Number 7: strongest force on any atom 1.95 eV/A. Number 8: strongest force on any atom 6.08 eV/A.